A gas-phase ion, C6H3O5 (charge -1). Source: OMol25; level of theory: ωB97M-V with the def2-TZVPD basis set.

```
14
Properties=species:S:1:pos:R:3:forces:R:3
O 2.302 2.329 1.005 -0.7 1.8 -1.1
O 1.757 -0.403 -1.273 -0.2 -0.3 -0.4
O -2.256 -0.921 0.705 0.0 0.0 0.0
O 2.757 1.235 1.787 0.7 -1.6 1.3
O -0.449 1.307 2.387 -0.1 0.0 0.1
C -0.099 -0.025 0.344 -0.5 -0.1 0.2
C -1.378 -1.123 -1.500 -0.1 0.0 0.1
C 0.179 0.855 1.455 0.1 0.2 0.2
C 1.133 0.011 -0.334 1.8 2.2 2.3
C 1.626 1.134 1.014 -0.8 -1.9 -2.3
C -1.312 -0.703 -0.037 -0.2 -0.1 -0.3
H -0.518 -0.785 -2.066 0.1 0.0 -0.1
H -1.454 -2.207 -1.559 0.0 -0.1 0.0
H -2.288 -0.703 -1.926 -0.1 0.0 0.0
```
Forces are in eV/Å.

Output
HOMO, hartree: -0.1690
Multiplicity: 1
F_max, hartree/bohr: 0.0714
Total charge: -1
Gap between HOMO and LUMO, eV: 8.4053
Structure (SMILES): CC([O-])=C1C(=O)C2(OO2)C1=O



A single C6H4 molecule. Source: OMol25; level of theory: ωB97M-V with the def2-TZVPD basis set.

```
10
Properties=species:S:1:pos:R:3:forces:R:3
C -1.186 -0.296 -1.166 1.6 1.7 0.5
C -0.671 -1.596 -1.192 -2.7 -4.6 0.3
C 0.483 0.967 0.631 -0.6 -0.7 -0.8
C 1.035 1.340 1.789 -0.8 -1.2 -0.8
C 0.517 -1.038 -1.036 1.2 1.5 -0.1
C -0.058 0.272 -0.393 1.2 0.4 2.5
H -1.521 0.187 -2.059 -0.7 0.5 -0.4
H 0.918 0.638 2.613 -0.3 -0.2 -0.1
H 1.622 2.172 2.162 -0.1 0.4 -1.1
H -1.140 -2.644 -1.348 1.2 2.2 0.0
```
Forces are in eV/Å.

Output
HOMO, hartree: -0.3267
Multiplicity: 1
F_max, hartree/bohr: 0.1036
Total charge: 0
Gap between HOMO and LUMO, eV: 9.0589
Structure (SMILES): C=C=C1C2=C[C@@H]12



Across the entries above, ΔE to the lowest compared entry with this formula, charge and spin takes the values 0.0, 288.4 kJ/mol, respectively.
Across the entries above, total energy takes the values -16505.255, -6279.486 eV, respectively.